(1)
{
  "formula": "HNO2PS",
  "method": "wB97M-V/def2-TZVPD",
  "elements": ["N", "O", "O", "P", "S", "H"],
  "xyz": [[-1.7153, -0.1102, -0.4062], [-4.0288, 0.7514, -0.0672], [-0.0455, -2.1751, 0.3722], [-0.2760, -0.9550, -0.4740], [-3.1013, -0.3861, 0.1948], [0.1196, 0.0585, 0.3107]],
  "lowdin_charge": [-0.712, -0.683, -0.558, 0.493, 0.537, -0.076],
  "homo_ev": [-1.701, -4.871],
  "charge": -1,
  "spin_multiplicity": 3,
  "de_lowest_ev": 0.000,
  "homo_lumo_gap_ev": [5.927, 7.284]
}

(2)
{
  "formula": "HNO2S",
  "method": "wB97M-V/def2-TZVPD",
  "elements": ["N", "O", "O", "S", "H"],
  "xyz": [[-0.9861, -0.4730, 1.0540], [-2.0632, -0.6150, 0.6507], [-0.2364, 0.4437, -0.6400], [1.1766, 0.9007, -0.4514], [2.1091, -0.2563, -0.6133]],
  "lowdin_charge": [0.084, 0.015, -0.727, 0.701, -0.072],
  "homo_ev": [-9.100, -8.226],
  "charge": 0,
  "de_lowest_ev": 2.628,
  "homo_lumo_gap_ev": [9.083, 6.996]
}

(3)
{
  "formula": "HO2PS",
  "method": "wB97M-V/def2-TZVPD",
  "elements": ["O", "O", "P", "S", "H"],
  "xyz": [[2.2209, -1.0136, -0.0691], [-0.0403, -0.1691, 0.0849], [1.5500, 0.2342, -0.3689], [-1.4529, 0.8839, -0.1692], [-2.2777, 0.0646, 0.5224]],
  "lowdin_charge": [-0.446, -0.867, 0.783, 0.671, -0.142],
  "homo_ev": -9.760,
  "smiles": "O=POS",
  "charge": 0,
  "de_lowest_ev": 0.395,
  "homo_lumo_gap_ev": 9.281
}

(4)
{
  "formula": "HO2PS",
  "method": "wB97M-V/def2-TZVPD",
  "elements": ["O", "O", "P", "S", "H"],
  "xyz": [[0.4391, 1.4637, 3.1423], [1.6398, -0.0415, 0.5594], [0.3733, 0.7752, 0.1450], [0.3000, 0.2946, 2.2736], [-0.3153, -0.5740, -0.0129]],
  "lowdin_charge": [-0.566, -0.723, 0.559, 0.793, -0.064],
  "homo_ev": -9.853,
  "charge": 0,
  "de_lowest_ev": 2.839,
  "homo_lumo_gap_ev": 8.095
}

(5)
{
  "formula": "HO3PbS",
  "method": "wB97M-V/def2-TZVPD",
  "elements": ["S", "O", "O", "Pb", "O", "H"],
  "xyz": [[-1.1925, 0.8734, -0.5967], [0.2461, 0.7999, -1.1823], [1.1402, -0.1427, 1.8133], [0.7390, -0.9456, -0.0386], [-1.3661, -0.6308, -0.2392], [1.6739, 0.6368, 1.9687]],
  "lowdin_charge": [0.839, -0.745, -0.528, 1.218, -0.743, -0.040],
  "homo_ev": [-9.087, -9.505],
  "charge": 0,
  "spin_multiplicity": 2,
  "de_lowest_ev": 0.000,
  "homo_lumo_gap_ev": [9.064, 8.071]
}

(6)
{
  "formula": "HO4S3",
  "method": "wB97M-V/def2-TZVPD",
  "elements": ["O", "O", "O", "O", "S", "S", "S", "H"],
  "xyz": [[-1.2821, 0.1231, 0.2356], [-0.0375, -0.6339, -1.7038], [1.0662, 0.7557, -0.0355], [-0.5351, 1.7547, -1.4954], [0.6433, -1.2950, 2.1070], [-1.0966, -1.4065, 1.0172], [-0.2204, 0.4821, -0.8683], [1.4621, 0.2198, 0.7431]],
  "lowdin_charge": [-0.706, -0.298, -0.259, -0.292, -0.125, 0.298, 0.389, -0.007],
  "homo_ev": -3.483,
  "charge": -1,
  "de_lowest_ev": 0.011,
  "homo_lumo_gap_ev": 7.049
}

(7)
{
  "formula": "HP3",
  "method": "wB97M-V/def2-TZVPD",
  "elements": ["P", "P", "P", "H"],
  "xyz": [[0.2669, 0.2406, -1.0670], [-0.0883, -1.5685, 0.5606], [-1.3133, 0.0628, 0.6014], [1.1347, 1.2651, -0.0950]],
  "lowdin_charge": [0.098, 0.062, -0.016, -0.143],
  "homo_ev": -8.894,
  "smiles": "P1=P#[PH]1",
  "charge": 0,
  "de_lowest_ev": 0.449,
  "homo_lumo_gap_ev": 7.750
}

(8)
{
  "formula": "Hg4O22P5Pb3V",
  "method": "wB97M-V/def2-TZVPD",
  "elements": ["Hg", "Hg", "Hg", "Hg", "Pb", "Pb", "Pb", "O", "V", "O", "P", "O", "O", "O", "O", "P", "O", "O", "O", "O", "P", "O", "O", "O", "O", "P", "O", "O", "O", "O", "P", "O", "O", "O", "O"],
  "xyz": [[-18.2772, 6.1916, -0.0039], [-14.2679, 9.8423, 0.6854], [-15.0620, 6.3096, 0.6602], [-18.1878, 9.6437, -0.0073], [-17.9884, 10.9110, 3.8798], [-19.8431, 7.5815, 3.1723], [-15.1939, 7.2259, 4.3563], [-17.2238, 13.0602, 1.5131], [-18.7638, 13.4240, 1.1962], [-18.9800, 14.9991, 1.1488], [-16.7793, 8.6904, 2.1940], [-17.2894, 8.6348, 3.7279], [-15.2591, 8.3277, 2.0213], [-16.7997, 10.2199, 1.6539], [-17.7232, 7.8473, 1.2805], [-20.0366, 11.8083, -0.8596], [-20.4241, 13.1741, -0.2279], [-18.6737, 11.7419, -0.1226], [-19.6692, 12.0078, -2.4285], [-21.1822, 10.8257, -0.4644], [-20.4836, 10.5420, 2.4719], [-19.7093, 11.8864, 2.6242], [-19.7520, 9.5293, 1.5738], [-21.9732, 10.7288, 2.1558], [-20.1859, 9.8643, 3.8642], [-19.3396, 7.8965, -2.1018], [-19.4900, 8.0657, -0.5804], [-18.6168, 9.2318, -2.4118], [-20.7118, 8.1546, -2.7994], [-18.7429, 6.4372, -2.2954], [-15.3861, 8.0644, -1.4108], [-15.2578, 7.8248, -2.9180], [-16.1550, 9.1880, -0.8250], [-13.9968, 7.9259, -0.8512], [-16.1906, 6.8725, -1.1569]],
  "lowdin_charge": [1.181, 1.248, 0.954, 1.147, 1.540, 1.591, 1.123, -0.432, 0.962, -0.314, -0.029, -0.807, -0.812, -0.555, -0.681, 0.139, -0.305, -0.501, -0.161, -0.187, -0.042, -0.490, -0.554, -0.284, -0.619, 0.059, -0.535, -0.249, -0.196, -0.393, -0.271, -0.207, -0.433, -0.420, -0.468],
  "homo_ev": -7.392,
  "charge": 0,
  "homo_lumo_gap_ev": 2.543
}

(9)
{
  "formula": "HgI",
  "method": "wB97M-V/def2-TZVPD",
  "elements": ["Hg", "I"],
  "xyz": [[-0.9239, -1.6686, 0.5925], [0.9239, 1.6686, -0.5925]],
  "lowdin_charge": [0.680, 0.320],
  "homo_ev": -15.093,
  "charge": 1,
  "de_lowest_ev": 2.329,
  "homo_lumo_gap_ev": 4.886
}

(10)
{
  "formula": "I2K4N3O17PbS2",
  "method": "wB97M-V/def2-TZVPD",
  "elements": ["K", "K", "K", "K", "Pb", "N", "O", "O", "O", "N", "O", "O", "O", "N", "O", "O", "O", "S", "O", "O", "O", "O", "S", "O", "O", "O", "O", "I", "I"],
  "xyz": [[-2.1733, 2.9201, -0.0059], [2.4960, -2.8186, -1.5732], [1.6457, 4.5957, -1.9111], [0.9346, 0.7934, 1.4421], [-1.7125, -1.6151, 0.1624], [-4.4924, -1.9130, -1.2821], [-4.9640, -2.9975, -1.3446], [-4.5707, -0.9964, -2.1493], [-3.7825, -1.5956, -0.3216], [1.8796, -1.4637, 1.1943], [0.7931, -1.5833, 0.5079], [1.7837, -1.5566, 2.4175], [2.8801, -1.0349, 0.6343], [5.7601, 4.8903, 1.3932], [6.6898, 5.4857, 0.9087], [4.7503, 5.6261, 1.9833], [5.7732, 3.7267, 1.2970], [-0.4101, -4.1702, -1.8700], [0.8314, -4.8647, -2.2913], [-1.5250, -4.3698, -2.7507], [-0.9449, -4.5767, -0.5122], [-0.0744, -2.6274, -1.8134], [-2.2315, 0.4733, 2.3757], [-1.4889, 1.4148, 3.2118], [-1.8871, 0.9247, 0.9305], [-1.4878, -0.8262, 2.3723], [-3.6175, 0.3211, 2.6473], [-2.1048, 6.1287, -2.9028], [1.2497, 1.7089, -2.7503]],
  "lowdin_charge": [0.764, 0.868, 0.367, 0.842, 1.702, -0.605, 0.064, -0.036, -0.288, -0.698, -0.313, -0.011, -0.077, -0.668, -0.080, -0.218, -0.017, 0.203, -0.502, -0.388, -0.479, -0.662, 0.193, -0.393, -0.781, -0.531, -0.305, -0.670, -0.282],
  "homo_ev": -0.953,
  "charge": -3,
  "homo_lumo_gap_ev": 5.592
}

(11)
{
  "formula": "I2O2S",
  "method": "wB97M-V/def2-TZVPD",
  "elements": ["O", "O", "S", "I", "I"],
  "xyz": [[1.8825, -1.1389, -0.2866], [2.6878, 0.9137, 0.7275], [2.2006, 0.2497, -0.4374], [-3.4964, 1.2957, 0.2005], [-3.2745, -1.3201, -0.2040]],
  "lowdin_charge": [-0.435, -0.431, 0.867, -0.003, 0.003],
  "homo_ev": -9.501,
  "charge": 0,
  "de_lowest_ev": 0.000,
  "homo_lumo_gap_ev": 7.744
}

(12)
{
  "formula": "I3OP",
  "method": "wB97M-V/def2-TZVPD",
  "elements": ["O", "P", "I", "I", "I"],
  "xyz": [[0.8056, 0.6367, -1.4441], [0.2851, 0.1360, -0.1957], [-2.8160, 0.7442, 0.0769], [1.6471, 0.7863, 1.7216], [0.0782, -2.3032, -0.1587]],
  "lowdin_charge": [-0.532, -0.326, 0.033, 0.433, 0.392],
  "homo_ev": [-9.829, -9.634],
  "charge": 0,
  "de_lowest_ev": 1.381,
  "homo_lumo_gap_ev": [6.454, 6.250]
}

Ordered total energy results: -945.3600 -603.8639 -890.6133 -890.5234 -817.3161 -1496.1863 -1024.5975 -5498.3080 -450.7136 -5427.7206 -1144.0568 -1309.6964; unit Ha.